Below is a cluster of 13 separate species, C34H75N4O22 in total in a non-equilibrium geometry, with properties calculated with ωB97M-V with the def2-TZVPD basis set.

Last columns: bonded neighbours and bond lengths (Å).
Geometry (Å):
1 C -3.2801 4.1252 -2.1558  C2 1.515, H10 1.089, H11 1.093, H12 1.090
2 C -2.6813 4.8196 -3.3617  C1 1.515, C3 1.517, N6 1.536, H13 1.094
3 C -2.1910 6.2381 -3.1437  C2 1.517, O4 1.426, H14 1.093, H15 1.091
4 O -1.6507 6.7443 -4.3621  C3 1.426, C5 1.391
5 C -1.7300 8.1312 -4.4318  O4 1.391, H16 1.098, H17 1.098, H18 1.091
6 N -1.6572 3.9073 -4.0524  C2 1.536, H7 1.027, H8 1.017, H9 1.027
7 H -1.9589 2.9462 -4.2549  N6 1.027
8 H -1.3143 4.3564 -4.8975  N6 1.017
9 H -0.8070 3.8144 -3.4836  N6 1.027
10 H -4.1551 4.6176 -1.7342  C1 1.089
11 H -2.6033 4.0080 -1.3058  C1 1.093
12 H -3.5358 3.0994 -2.4228  C1 1.090
13 H -3.4445 4.6917 -4.1353  C2 1.094
14 H -1.3643 6.2169 -2.4294  C3 1.093
15 H -3.0780 6.7834 -2.8169  C3 1.091
16 H -1.1243 8.3872 -5.3114  C5 1.098
17 H -1.0824 8.6454 -3.7099  C5 1.098
18 H -2.7461 8.5130 -4.5441  C5 1.091
19 C 4.2908 0.3385 -4.2304  C20 1.522, H28 1.094, H29 1.093, H30 1.088
20 C 2.8934 0.7778 -4.6447  C19 1.522, C21 1.516, N24 1.519, H31 1.091
21 C 2.2034 -0.0409 -5.7186  C20 1.516, O22 1.429, H32 1.095, H33 1.093
22 O 2.7729 0.3970 -6.9539  C21 1.429, C23 1.388
23 C 2.3661 -0.3203 -8.0706  O22 1.388, H34 1.097, H35 1.091, H36 1.099
24 N 2.0544 0.9299 -3.3882  C20 1.519, H25 1.026, H26 1.026, H27 1.030
25 H 2.4052 1.6883 -2.7926  N24 1.026
26 H 1.0641 1.0144 -3.6427  N24 1.026
27 H 2.0997 0.0393 -2.8730  N24 1.030
28 H 4.8712 -0.0143 -5.0884  C19 1.094
29 H 4.3194 -0.5853 -3.6470  C19 1.093
30 H 4.7692 1.1842 -3.7414  C19 1.088
31 H 3.0109 1.8334 -4.8925  C20 1.091
32 H 1.1434 0.2232 -5.7912  C21 1.095
33 H 2.2542 -1.1153 -5.5261  C21 1.093
34 H 2.5086 -1.4067 -8.0198  C23 1.097
35 H 2.8788 0.0632 -8.9535  C23 1.091
36 H 1.2888 -0.2398 -8.2711  C23 1.099
37 C -0.8364 -5.9207 0.5557  C38 1.517, H46 1.094, H47 1.093, H48 1.092
38 C -0.4918 -5.1882 1.8392  C37 1.517, C39 1.553, N42 1.500, H49 1.088
39 C 0.4919 -6.0563 2.6699  C38 1.553, O40 1.431, H50 1.093, H51 1.094
40 O 0.8520 -5.4466 3.9135  C39 1.431, C41 1.436
41 C 1.7033 -6.3672 4.6124  O40 1.436, H52 1.095, H53 1.095, H54 1.087
42 N 0.0942 -3.8292 1.5960  C38 1.500, H43 1.027, H44 1.025, H45 1.027
43 H -0.6896 -3.1823 1.4492  N42 1.027
44 H 0.4620 -3.6019 2.5255  N42 1.025
45 H 0.8759 -3.8510 0.9303  N42 1.027
46 H -0.0132 -6.3648 -0.0109  C37 1.094
47 H -1.3336 -5.2796 -0.1773  C37 1.093
48 H -1.5900 -6.6899 0.7384  C37 1.092
49 H -1.4286 -5.1138 2.3880  C38 1.088
50 H 1.4094 -6.2734 2.1165  C39 1.093
51 H -0.1016 -6.9195 2.9864  C39 1.094
52 H 2.6627 -6.4030 4.0868  C41 1.095
53 H 1.2442 -7.3561 4.5070  C41 1.095
54 H 1.9189 -6.0665 5.6342  C41 1.087
55 C -1.6359 1.2988 -0.7475  C56 1.521, H64 1.091, H65 1.092, H66 1.090
56 C -1.6870 0.3769 0.4614  C55 1.521, C57 1.535, N60 1.500, H67 1.092
57 C -0.3632 0.3741 1.2388  C56 1.535, O58 1.407, H68 1.099, H69 1.098
58 O -0.5498 -0.5354 2.2958  C57 1.407, C59 1.418
59 C 0.5382 -0.6206 3.2008  O58 1.418, H70 1.094, H71 1.094, H72 1.093
60 N -2.7892 0.8196 1.3771  C56 1.500, H61 1.031, H62 1.024, H63 1.041
61 H -2.9525 0.2825 2.2414  N60 1.031
62 H -2.6207 1.8103 1.5761  N60 1.024
63 H -3.6759 0.6925 0.8477  N60 1.041
64 H -1.0366 2.2014 -0.6203  C55 1.091
65 H -2.6305 1.6143 -1.0680  C55 1.092
66 H -1.2220 0.7452 -1.5905  C55 1.090
67 H -1.8794 -0.6832 0.2858  C56 1.092
68 H -0.0966 1.3865 1.5747  C57 1.099
69 H 0.4940 0.1222 0.6012  C57 1.098
70 H -0.0576 -0.9263 4.0662  C59 1.094
71 H 0.9769 0.3484 3.4553  C59 1.094
72 H 1.3269 -1.3351 2.9537  C59 1.093
73 C 1.4030 4.6300 -0.1281  C74 1.564, H77 1.089, H78 1.090, H79 1.089
74 C 1.6436 3.5611 -1.2444  C73 1.564, O75 1.250, O76 1.284
75 O 2.7145 2.9254 -1.3508  C74 1.250
76 O 0.9101 3.6580 -2.2943  C74 1.284
77 H 1.7337 5.6428 -0.3535  C73 1.089
78 H 1.9985 4.3094 0.7271  C73 1.090
79 H 0.3356 4.6075 0.0865  C73 1.089
80 C -6.0597 2.3796 -1.2134  C81 1.551, H84 1.089, H85 1.092, H86 1.093
81 C -6.1613 0.9935 -0.5254  C80 1.551, O82 1.265, O83 1.251
82 O -5.6245 0.8035 0.6038  C81 1.265
83 O -6.7644 0.0997 -1.1589  C81 1.251
84 H -5.4817 2.2752 -2.1302  C80 1.089
85 H -5.6556 3.1196 -0.5192  C80 1.092
86 H -7.1119 2.6484 -1.3368  C80 1.093
87 C -3.1858 0.2625 -4.2171  C88 1.512, H91 1.093, H92 1.087, H93 1.094
88 C -1.7090 0.0978 -4.4992  C87 1.512, O89 1.268, O90 1.248
89 O -0.9354 1.0673 -4.2335  C88 1.268
90 O -1.3406 -0.9832 -5.0034  C88 1.248
91 H -3.2525 0.4155 -3.1372  C87 1.093
92 H -3.7475 -0.6476 -4.4141  C87 1.087
93 H -3.5870 1.0588 -4.8513  C87 1.094
94 C -4.1763 -2.5273 -1.2966  C95 1.553, H98 1.092, H99 1.098, H100 1.090
95 C -3.3655 -2.7390 0.0113  C94 1.553, O96 1.242, O97 1.263
96 O -4.0194 -3.2263 0.9479  C95 1.242
97 O -2.1042 -2.7169 -0.0543  C95 1.263
98 H -4.6019 -3.4799 -1.6179  C94 1.092
99 H -3.4998 -2.3098 -2.1341  C94 1.098
100 H -4.8414 -1.6648 -1.2535  C94 1.090
101 C -0.7042 3.4287 4.4205  C102 1.489, H105 1.089, H106 1.091, H107 1.096
102 C -1.8280 4.1681 3.7829  C101 1.489, O103 1.261, O104 1.269
103 O -2.2861 3.7183 2.6976  C102 1.261
104 O -2.1509 5.3200 4.2064  C102 1.269
105 H -0.4260 2.5722 3.8078  C101 1.089
106 H -0.8340 3.2296 5.4849  C101 1.091
107 H 0.2107 4.0316 4.4392  C101 1.096
108 C 4.2430 -1.8395 -0.5054  C109 1.552, H112 1.090, H113 1.088, H114 1.093
109 C 2.7717 -2.2353 -0.7993  C108 1.552, O110 1.257, O111 1.247
110 O 2.2356 -1.6445 -1.7701  C109 1.257
111 O 2.2916 -3.1707 -0.1282  C109 1.247
112 H 4.8498 -2.3578 -1.2485  C108 1.090
113 H 4.5349 -1.9919 0.5318  C108 1.088
114 H 4.2816 -0.7611 -0.6757  C108 1.093
115 C -2.6533 -1.0229 5.1584  C116 1.557, H119 1.090, H120 1.094, H121 1.091
116 C -3.7345 -1.0474 4.0387  C115 1.557, O117 1.243, O118 1.273
117 O -4.5057 -0.0857 3.8769  C116 1.243
118 O -3.7834 -2.0661 3.2770  C116 1.273
119 H -3.1975 -1.0363 6.1031  C115 1.090
120 H -2.1182 -0.0973 4.9246  C115 1.094
121 H -1.8431 -1.7506 5.2205  C115 1.091
122 C 4.6515 -4.6203 5.8387  C123 1.510, H126 1.093, H127 1.090, H128 1.095
123 C 4.3230 -5.1857 7.2001  C122 1.510, O124 1.274, O125 1.251
124 O 4.4356 -6.4445 7.3629  C123 1.274
125 O 3.8889 -4.4167 8.0863  C123 1.251
126 H 5.7054 -4.7767 5.5944  C122 1.093
127 H 4.3928 -3.5619 5.8066  C122 1.090
128 H 4.1912 -5.0416 4.9394  C122 1.095
129 C 7.7179 -0.9461 5.0186  C130 1.558, H133 1.097, H134 1.089, H135 1.089
130 C 8.1144 -1.5764 6.3866  C129 1.558, O131 1.245, O132 1.262
131 O 7.9498 -2.7930 6.5929  C130 1.245
132 O 8.5428 -0.7138 7.2025  C130 1.262
133 H 8.3574 -1.4487 4.2821  C129 1.097
134 H 8.0310 0.0963 4.9807  C129 1.089
135 H 6.6712 -1.0669 4.7440  C129 1.089

Summary:
gap between HOMO and LUMO: 3.00 eV
M: 891.980 Da
HOMO: 3.15 eV
total charge: -5
total energy: -3214.47785 Ha
multiplicity: 1